1.
C18H32LiO3SSi as an isolated structure. Source: the Open Molecules 2025 dataset; level of theory: ωB97M-V/def2-TZVPD.

For the molecular weight, the calculation gives 363.55 g mol⁻¹. Its spin multiplicity is 1. Its HOMO energy is -4.7250 eV. The calculation puts the LUMO energy at 2.7196 eV. Its frontier orbital gap is 7.44 eV. The charge is -1. The value obtained for the energy above the lowest of the compared OMol25 structures with the same formula, charge and spin is 10.8 kJ/mol. For the energy, the calculation gives -1626.2701 Ha.

Element x y z (Å)
Li1 -0.10900 0.01326 -3.45152
C1 -0.74160 -2.30924 3.25478
C2 -0.13290 -2.56404 1.86938
C3 0.90420 -3.69584 1.91768
C4 -1.25430 -2.92554 0.89408
O1 0.55980 -1.41664 1.46578
Si1 -0.02000 0.00216 0.85488
S1 -0.21370 -0.00954 -1.17422
O2 -1.46980 0.25236 1.59898
C5 -2.08180 1.44656 1.99448
C6 -1.43870 1.90766 3.30878
C7 -3.57040 1.12086 2.18488
C8 -1.92000 2.55026 0.94748
O3 0.98840 1.17626 1.42808
C9 2.36070 1.13586 1.69998
C10 3.13280 0.40456 0.60068
C11 2.58210 0.40746 3.03268
C12 2.82580 2.59766 1.78238
H1 -1.19690 -3.21244 3.65428
H2 -1.50120 -1.54124 3.14198
H3 0.02260 -1.95294 3.94348
H4 0.45600 -4.62104 2.27178
H5 1.72560 -3.42424 2.57718
H6 1.30950 -3.85694 0.92148
H7 -1.75160 -3.84204 1.20768
H8 -0.85700 -3.04924 -0.10982
H9 -1.96970 -2.10984 0.87468
H10 -1.45470 1.09966 4.03828
H11 -1.95360 2.77466 3.71538
H12 -0.40650 2.16776 3.09278
H13 -3.68690 0.30316 2.89288
H14 -3.99520 0.80726 1.23418
H15 -4.11670 1.98746 2.54928
H16 -0.86200 2.75906 0.82658
H17 -2.43770 3.45436 1.26468
H18 -2.31100 2.22246 -0.01202
H19 2.78220 -0.62164 0.56018
H20 4.20150 0.41926 0.80888
H21 2.94150 0.86616 -0.36452
H22 2.28490 -0.62784 2.89358
H23 1.96670 0.85096 3.81368
H24 3.62730 0.44596 3.33088
H25 2.66370 3.08306 0.82288
H26 3.88170 2.65756 2.03548
H27 2.25040 3.13406 2.53388
C13 -0.21600 -0.04414 -8.33542
C14 -1.20230 -0.66334 -7.58752
C15 -1.14920 -0.63184 -6.20092
C16 -0.13430 0.00266 -5.46482
C17 0.83490 0.61396 -6.27842
C18 0.80850 0.59926 -7.66582
H28 -0.24640 -0.06334 -9.42142
H29 -2.01720 -1.17434 -8.09172
H30 -1.94590 -1.13154 -5.65562
H31 1.65940 1.13206 -5.79592
H32 1.59390 1.09296 -8.23132



2.
One molecule with the formula C18H32N2O2. Source: the Open Molecules 2025 dataset; level of theory: ωB97M-V/def2-TZVPD.

For the molecular weight, the calculation gives 308.47 g mol⁻¹. Its spin multiplicity is 1. Its HOMO energy is -8.6731 eV. The calculation puts the LUMO energy at 0.7596 eV. Its frontier orbital gap is 9.43 eV. The value obtained for the energy above the lowest of the compared OMol25 structures with the same formula, charge and spin is 356.4 kJ/mol. For the energy, the calculation gives -964.9600 Ha. Its SMILES is C#CC[C@@]1(CNC)C[C@](NCCCC)([C@H](C)CCC)OC1=O.

Element x y z (Å)
C1 0.95778 3.48156 2.37324
C2 -0.03417 2.80544 2.30425
C3 -1.04018 1.74885 2.40898
C4 -1.36830 1.06199 1.02940
C5 -2.23404 2.10964 0.29362
N1 -3.15539 1.59441 -0.72592
C6 -2.67999 1.69231 -2.09735
C7 -0.16171 0.53933 0.24111
C8 0.09143 -0.89693 0.71822
N2 1.08812 -1.13038 1.78098
C9 2.20646 -0.18012 1.85565
C10 3.24072 -0.27531 0.71006
C11 3.28083 0.95270 -0.21825
C12 4.49967 0.95267 -1.16045
C13 0.39544 -1.98124 -0.37367
C14 0.58950 -1.42977 -1.80180
C15 -0.61951 -3.16102 -0.41971
C16 -1.78600 -3.02059 -1.42356
C17 -2.68861 -1.80695 -1.18628
O1 -1.14425 -1.20033 1.41520
C18 -2.06505 -0.23106 1.50873
O2 -3.17855 -0.36139 1.89781
H1 1.82643 4.05752 2.55137
H2 -1.96879 2.13762 2.82524
H3 -0.72558 0.96303 3.10388
H4 -2.81301 2.72860 0.98094
H5 -1.53334 2.76778 -0.23122
H6 -3.49999 0.67213 -0.50323
H7 -3.55221 1.58826 -2.75373
H8 -1.98159 0.89900 -2.41069
H9 -2.25489 2.66942 -2.32385
H10 0.61338 1.29987 0.35015
H11 -0.48965 0.68639 -0.78929
H12 0.65219 -1.14361 2.69384
H13 1.89676 0.86591 1.99207
H14 2.74347 -0.42672 2.77620
H15 4.23332 -0.30122 1.17451
H16 3.16741 -1.18686 0.11367
H17 3.27235 1.84544 0.41545
H18 2.38717 1.01721 -0.84303
H19 5.33855 1.50689 -0.73726
H20 4.78725 -0.05798 -1.45254
H21 4.21815 1.49696 -2.06627
H22 1.34800 -2.42256 -0.09641
H23 -0.27261 -0.86774 -2.16733
H24 0.70408 -2.27515 -2.48102
H25 1.43425 -0.73853 -1.83846
H26 -0.04481 -4.02083 -0.78799
H27 -0.97929 -3.45848 0.56409
H28 -2.41217 -3.90296 -1.24592
H29 -1.44837 -3.11915 -2.45451
H30 -3.32098 -1.67323 -2.07315
H31 -3.36852 -2.00041 -0.35593
H32 -2.15113 -0.87041 -1.05987



3.
A 6-piece molecular cluster, C18H32O18 overall. Source: the Open Molecules 2025 dataset; level of theory: ωB97M-V/def2-TZVPD.

For the molecular weight, the calculation gives 536.44 g mol⁻¹. Its spin multiplicity is 2. As for the expectation value of S²: 0.763. Its HOMO energy (alpha / beta) is -12.0274 / -12.0272 eV. The calculation puts the LUMO energy (alpha / beta) at -3.6453 / -10.0799 eV. Its frontier orbital gap (alpha / beta) is 8.38 / 1.95 eV. The charge is +1. The value obtained for the energy above the lowest of the compared OMol25 structures with the same formula, charge and spin is 104.3 kJ/mol. For the energy, the calculation gives -2058.9053 Ha.

Element x y z (Å)
C1 0.10706 -2.05271 -0.46376
C2 0.88133 -1.65121 0.71414
O1 -0.09091 -1.32793 1.68590
C3 -1.24548 -1.25779 1.06010
O2 -2.32358 -0.98876 1.57061
O3 -1.12486 -1.50131 -0.25248
H1 0.10527 -3.12262 -0.67203
H2 0.55870 -1.58302 -1.33756
H3 1.46059 -0.74932 0.51631
H4 1.58538 -2.43597 0.99087
C4 4.22136 -2.73931 -5.41277
C5 3.16195 -3.85958 -5.06679
O4 2.92954 -3.60059 -3.64281
C6 3.48012 -2.29944 -3.40960
O5 3.28369 -1.78993 -2.31022
O6 4.09482 -1.79981 -4.40567
H5 3.96232 -2.49226 -6.44232
H6 5.22201 -3.17145 -5.40589
H7 3.42462 -4.88310 -5.33423
H8 2.25040 -3.71775 -5.64735
C7 -1.67878 -4.91259 -5.99874
O7 -1.40745 -3.54593 -5.98314
C8 -0.93369 -2.95848 -4.99145
O8 -0.41799 -3.49056 -3.96983
O9 -1.12043 -1.70534 -5.23939
C9 -0.89018 -0.64504 -4.35889
H9 -0.85041 -5.40082 -5.48539
H10 -1.79154 -5.31843 -7.00406
H11 -2.54958 -5.16887 -5.39530
H12 -0.42853 -0.87709 -3.39914
H13 -1.89290 -0.28902 -4.12246
H14 -0.33637 0.02801 -5.01341
C10 -1.08956 1.00425 8.81723
O10 -0.93631 0.56027 7.52234
C11 -0.49893 -0.67292 7.39600
O11 -0.06453 -1.40115 8.31809
O12 -0.58849 -1.04213 6.14656
C12 -0.60042 -0.24885 4.95995
H15 -0.79161 2.04975 8.73805
H16 -0.52408 0.53516 9.62239
H17 -2.11951 0.99748 9.17396
H18 -1.10150 -0.87216 4.21934
H19 0.36049 -0.12018 4.46176
H20 -0.90347 0.75415 5.26039
C13 2.37349 1.36435 3.17196
O13 1.72033 1.52274 1.96241
C14 1.73296 2.68525 1.41356
O14 2.18776 3.76849 1.87072
O15 1.10841 2.53470 0.26120
C15 0.85808 3.61511 -0.69681
H21 2.58589 0.30038 3.27658
H22 1.62682 1.65356 3.91151
H23 3.31272 1.91165 3.25198
H24 0.45384 3.03645 -1.52737
H25 1.67626 4.29356 -0.93848
H26 0.18055 4.27787 -0.15847
C16 -2.00919 5.53043 -1.42776
O16 -2.64059 5.21388 -0.14526
C17 -2.68519 3.91547 0.19166
O17 -2.35434 2.87169 -0.55021
O18 -3.20056 3.91181 1.46124
C18 -3.51107 2.76473 2.16976
H27 -0.93719 5.56782 -1.23402
H28 -2.19675 6.59703 -1.55139
H29 -2.31724 4.94576 -2.29457
H30 -2.98527 1.87130 1.83298
H31 -4.60062 2.76022 2.13846
H32 -3.16786 2.84996 3.20079



4.
C18H33Cl2CsF6Li2MgN2O11PSSi2 as an isolated structure. Source: the Open Molecules 2025 dataset; level of theory: ωB97M-V/def2-TZVPD.

For the molecular weight, the calculation gives 928.66 g mol⁻¹. Its spin multiplicity is 1. Its HOMO energy is -9.0512 eV. The calculation puts the LUMO energy at -6.2064 eV. Its frontier orbital gap is 2.84 eV. The charge is +1. The value obtained for the energy above the lowest of the compared OMol25 structures with the same formula, charge and spin is 0.0 kJ/mol. For the energy, the calculation gives -4716.1185 Ha.

Element x y z (Å)
C1 -1.41107 -0.99717 -6.19104
C2 -0.65218 -2.24123 -5.73737
N1 -0.11967 -2.17784 -4.39170
C3 -0.31868 -3.43338 -3.57078
C4 -0.57960 -3.25661 -2.07174
Si1 -1.12242 -1.64145 -1.39446
Cl1 -2.36222 -0.56779 -2.61724
O1 0.20208 -0.71839 -0.92411
Si2 0.18306 0.04273 0.51676
O2 -0.14275 -0.91414 1.82331
C5 1.77022 0.94130 0.93159
C6 1.46538 2.39942 0.95810
O3 0.50790 2.84373 1.54668
O4 2.32507 3.20975 0.27153
C7 1.69418 3.84689 -0.82535
C8 1.31930 5.27559 -0.61834
O5 1.51198 3.22497 -1.82152
C9 1.13949 -1.70559 -4.37763
C10 2.09910 -2.07687 -3.30002
O6 1.54790 -0.90108 -5.29545
H1 -2.31804 -0.91907 -5.59774
H2 -0.80235 -0.09942 -6.15050
H3 -1.73383 -1.17351 -7.21901
H4 0.15448 -2.35509 -6.48802
H5 -1.32872 -3.07615 -5.89422
H6 -1.16035 -4.00866 -3.95852
H7 0.54717 -4.08214 -3.70218
H8 -1.39554 -3.99661 -1.89271
H9 0.27792 -3.63664 -1.51567
H10 -1.88953 -1.85419 -0.15751
H11 -0.94733 1.02012 0.49304
H12 0.73056 -1.02814 2.43935
H13 2.62101 0.69224 0.30384
H14 2.03393 0.69135 1.96596
H15 1.63354 5.64140 0.35322
H16 1.77009 5.88227 -1.40053
H17 0.23477 5.33706 -0.69910
H18 2.57898 -3.02778 -3.54837
H19 2.87464 -1.31536 -3.28743
H20 1.63794 -2.14776 -2.32302
O7 1.86666 -1.32158 3.23191
H21 1.75007 -1.30152 4.19474
C11 1.36002 -2.39881 8.93393
S1 0.95163 -2.51048 7.19541
O8 1.81148 -1.52485 6.47135
C12 -0.67898 -1.77547 7.34057
H22 2.37422 -2.77036 9.06108
H23 1.30252 -1.35839 9.25167
H24 0.66797 -3.01592 9.50578
H25 -0.60627 -0.77866 7.77579
H26 -1.30976 -2.41075 7.96174
H27 -1.10531 -1.70649 6.34618
Li1 -1.45734 0.63713 2.54757
O9 -2.27983 -3.08016 2.62731
H28 -1.54810 -2.49375 2.41198
Mg1 1.70820 -2.16405 -6.99960
C13 -1.20896 7.35296 3.56034
C14 -1.11768 6.05574 3.07125
C15 -1.27760 4.97911 3.92650
C16 -1.53054 5.22289 5.26359
C17 -1.61728 6.50512 5.77292
C18 -1.45423 7.57593 4.90870
N2 -1.72223 4.08628 6.18240
O10 -1.63261 2.95534 5.73000
O11 -1.95936 4.33368 7.34147
H29 -1.08865 8.19250 2.88902
H30 -0.92308 5.88100 2.02208
H31 -1.20376 3.96960 3.55484
H32 -1.81050 6.66676 6.82247
H33 -1.52163 8.58544 5.28889
F1 0.75093 -5.18548 -11.54198
P1 0.29662 -3.97631 -10.56225
F2 1.48474 -3.00045 -9.71182
F3 -1.15487 -4.05795 -11.29030
F4 0.69692 -5.07544 -9.38268
F5 -0.65786 -3.33855 -9.34158
F6 0.74068 -2.96772 -11.75433
Li2 2.33868 -2.99513 2.76431
Cl2 -1.75567 -5.95773 -2.49655
Cs1 -2.05565 -3.53020 4.49325



5.
C18H33ClNO2P2Sm as an isolated structure. Source: the Open Molecules 2025 dataset; level of theory: ωB97M-V/def2-TZVPD.

For the molecular weight, the calculation gives 543.23 g mol⁻¹. Its spin multiplicity is 6. As for the expectation value of S²: 8.787. Its HOMO energy (alpha / beta) is -13.8914 / -13.8642 eV. The calculation puts the LUMO energy (alpha / beta) at -7.7960 / -7.7865 eV. Its frontier orbital gap (alpha / beta) is 6.10 / 6.08 eV. The charge is +2. For the energy, the calculation gives -2711.1811 Ha.

Element x y z (Å)
C1 0.40778 -2.02790 -3.18691
C2 -0.19145 -1.80648 -1.95283
H1 -0.16951 -2.75910 -3.78737
H2 1.42244 -2.39913 -2.97185
H3 0.49062 -1.03909 -3.67898
O1 -0.91908 -1.93997 -1.03382
Cl1 1.85798 -0.20900 -1.21120
Sm1 0.20760 0.75309 0.67390
P1 1.00632 -1.75987 1.73005
C3 -0.10433 -2.81841 2.75191
C4 1.91300 -3.02877 0.78344
H4 2.46520 -3.67237 1.48163
H5 2.77318 -2.15487 3.32701
H6 2.61572 -2.53249 0.10381
H7 3.01218 -0.61954 2.44413
H8 -0.88440 -3.25501 2.10277
H9 1.22116 -3.63689 0.18684
C5 2.27528 -1.25909 2.94315
H10 0.47670 -3.62556 3.23418
H11 1.82799 -0.69319 3.76860
H12 -0.60588 -2.20699 3.52481
P2 -1.16811 1.98529 -1.43879
C6 -2.93759 2.43706 -1.34053
C7 -0.33657 3.60077 -1.18646
H13 0.15088 1.53634 -3.43218
H14 -1.27003 2.59547 -3.77386
H15 -1.49171 0.81623 -3.54410
C8 -0.91872 1.70450 -3.22795
H16 0.75570 3.47648 -1.18864
H17 -0.62258 4.26482 -2.00763
H18 -3.16333 3.17699 -2.12452
H19 -3.16022 2.85707 -0.34395
H20 -0.63632 4.04424 -0.22757
H21 -3.54379 1.52804 -1.49399
C9 -1.90035 -0.42265 0.84859
O2 -2.90670 -0.98535 0.97236
C10 -3.15346 1.85249 2.93926
N1 -1.68913 1.83459 3.03497
C11 -1.24109 0.80663 3.96950
C12 -1.13697 3.19592 3.20117
C13 0.38075 3.24937 3.06991
C14 1.18893 4.20239 3.72896
C15 2.56237 4.27138 3.45530
C16 3.12745 3.41784 2.52396
C17 2.32396 2.47522 1.84419
C18 0.97822 2.41662 2.15137
H22 -3.55115 0.83609 3.10697
H23 -3.43930 2.17886 1.92711
H24 -3.62648 2.53832 3.67378
H25 -0.19895 0.50468 3.75317
H26 -1.30492 1.15091 5.02391
H27 -1.89990 -0.07418 3.83218
H28 -1.57733 3.75841 2.34106
H29 -1.50293 3.65576 4.14826
H30 0.78501 4.89788 4.45363
H31 3.22343 4.98764 3.94110
H32 4.18097 3.44591 2.26923
H33 2.75414 1.80789 1.08301



6.
C18H33HfPS4Sb as an isolated structure. Source: the Open Molecules 2025 dataset; level of theory: ωB97M-V/def2-TZVPD.

For the molecular weight, the calculation gives 708.95 g mol⁻¹. Its spin multiplicity is 1. Its HOMO energy is -11.4693 eV. The calculation puts the LUMO energy at -4.3967 eV. Its frontier orbital gap is 7.07 eV. The charge is +1. The value obtained for the energy above the lowest of the compared OMol25 structures with the same formula, charge and spin is 176.5 kJ/mol. For the energy, the calculation gives -2927.9445 Ha.

Element x y z (Å)
Hf1 -1.20584 1.54223 -0.78845
C1 -2.50536 -0.94732 -3.49862
C2 -1.13370 -0.72264 -2.93417
C3 -0.46257 0.50018 -3.13081
C4 0.91973 0.61372 -2.85993
C5 1.69399 1.81124 -3.33464
C6 1.57852 -0.47396 -2.29905
C7 0.91642 -1.67497 -2.04045
C8 1.68019 -2.86151 -1.52601
C9 -0.43772 -1.77635 -2.34455
H1 -2.42011 -1.57881 -4.38596
H2 -2.97706 -0.01523 -3.79609
H3 -3.15860 -1.46352 -2.79375
H4 -0.93310 1.26234 -3.74267
H5 1.95541 1.66027 -4.38448
H6 2.62219 1.93708 -2.77893
H7 1.11120 2.72814 -3.27861
H8 2.64829 -0.41215 -2.12758
H9 2.25687 -3.29574 -2.34573
H10 1.01582 -3.63600 -1.14552
H11 2.39290 -2.58464 -0.74792
H12 -0.94613 -2.72320 -2.19509
S1 -0.96345 3.71050 -2.04326
Sb1 -3.16513 3.79320 -0.96343
S2 -2.12391 3.08509 1.08041
S3 -3.59433 1.42945 -1.50133
S4 -4.63792 5.43660 -1.25686
C10 0.38429 1.97263 3.37781
C11 -0.16534 0.56953 3.10132
C12 -1.63325 0.46860 3.52952
P1 0.04764 0.11375 1.31238
C13 1.88622 0.12104 1.00794
C14 2.75181 -0.31703 2.18736
C15 2.32907 1.49193 0.47193
C16 -0.48923 -1.66405 1.15164
C17 -0.19917 -2.54932 2.36179
C18 -1.97270 -1.72342 0.75489
H13 0.20669 2.22790 4.42345
H14 -0.11959 2.72033 2.76858
H15 1.45650 2.04948 3.20568
H16 0.42603 -0.16416 3.65383
H17 -2.26235 1.12221 2.92816
H18 -1.72632 0.78639 4.56895
H19 -2.02092 -0.54679 3.46606
H20 2.01322 -0.61270 0.20913
H21 2.69802 0.38448 3.01893
H22 3.79421 -0.36775 1.86763
H23 2.47209 -1.30470 2.55148
H24 2.38491 2.23315 1.26767
H25 1.65142 1.88307 -0.29647
H26 3.32132 1.41556 0.02392
H27 0.10002 -2.04009 0.31275
H28 -0.74507 -2.22596 3.24687
H29 0.86379 -2.56984 2.59824
H30 -0.50812 -3.57225 2.13990
H31 -2.62269 -1.45286 1.58615
H32 -2.23846 -2.73643 0.44769
H33 -2.21062 -1.05670 -0.08171



Question: Among the records above, which one has the highest spin multiplicity?
Answer: C18H33ClNO2P2Sm